[1]
Entry from the Open Molecules 2025 dataset: a 2-piece molecular cluster, CH6OP2S overall (wB97M-V/def2-TZVPD).

The geometry in XYZ format:
```
11
Properties=species:S:1:pos:R:3
C -0.05 1.37 -0.57
O 1.79 -0.99 0.42
P 0.48 -1.50 -0.34
P -1.01 0.10 0.36
S -2.92 -0.33 0.07
H -0.23 1.21 -1.68
H -0.19 2.36 -0.23
H 0.96 1.06 -0.34
H 2.52 -1.22 -0.06
H -0.39 -2.82 0.65
H -0.95 0.75 1.71
```

Calculated values
* ΔE to the lowest compared entry with this formula, charge and spin: 34.5 kcal/mol
* HOMO: -8.5 eV
* electronic energy: -1197.774717 Eh
* frontier orbital gap: 8.405 eV
* largest force on an atom: 4.6 eV/Å

[2]
Entry from the Open Molecules 2025 dataset: a 2-piece molecular cluster, CH6OS overall (wB97M-V/def2-TZVPD).

The geometry in XYZ format:
```
9
Properties=species:S:1:pos:R:3
C -1.73 -0.20 -0.33
O -0.55 0.54 -0.43
H -1.68 -1.14 -0.89
H -2.06 -0.47 0.69
H -2.52 0.30 -0.88
H 0.24 0.08 -0.12
S 3.09 0.46 1.15
H 3.34 0.53 -0.15
H 1.87 -0.09 0.98
```

Calculated values
* ΔE to the lowest compared entry with this formula, charge and spin: 15.7 kcal/mol
* HOMO: -10.0 eV
* electronic energy: -515.084467 Eh
* SMILES: CO.S
* frontier orbital gap: 10.652 eV
* largest force on an atom: 1.8 eV/Å